41
Properties=species:S:1:pos:R:3:forces:R:3:lowdin_charge:R:1 method="wB97M-V/def2-TZVPD" total_charge=-2 e_tot_ev=-103328.62782 gap_ev="2.51 / 2.84"
C -1.816192 -0.455145 -2.451311 0.359 0.005 1.799 -0.15
I 0.356273 1.703413 -3.809004 0.468 0.516 -0.360 -0.51
H -2.778723 -0.969730 -2.449424 -0.197 -0.331 0.088 0.05
H -1.234411 -0.737951 -3.309544 0.243 0.093 -0.251 -0.01
H -2.024144 0.611747 -2.438871 -0.111 0.017 -0.635 -0.02
C 0.522518 3.781524 1.862839 -0.522 -0.363 -0.301 -0.10
C -0.549985 4.030766 1.069969 0.043 -0.226 -0.104 -0.09
N -0.869398 2.844387 0.401273 -0.778 2.351 0.070 -0.16
C -0.064169 1.823085 0.811835 -0.072 -1.453 0.626 -0.18
N 0.815647 2.433093 1.700437 1.142 0.451 0.980 -0.18
H 1.083990 4.435664 2.515249 -0.091 -0.146 -0.095 0.09
H -1.113606 4.954958 0.952150 0.221 -0.410 -0.147 0.10
C 1.834244 -2.955761 -1.263044 -0.021 -0.628 -0.249 -0.13
C 0.090944 -1.618262 -0.752734 -1.717 4.705 3.045 -0.27
N 1.479672 -1.645896 -1.054834 1.335 1.113 -1.832 -0.12
H 0.667205 -4.802445 -1.118834 -0.005 -0.067 -0.226 0.08
N -0.292783 -2.941016 -0.772496 -2.277 -3.034 -0.055 -0.14
H 2.850206 -3.213101 -1.476868 0.219 -0.248 -0.208 0.08
Al -0.465131 -0.082923 0.808610 0.066 -0.794 -1.789 0.15
C -1.096035 -0.702747 -1.098775 0.704 -0.704 -3.039 -0.40
O -1.953108 -0.691693 -0.048326 -0.257 0.703 0.970 -0.14
C 0.729560 -3.727960 -1.151178 2.086 -0.829 0.369 -0.14
C -1.583153 -3.529686 -0.451333 0.874 0.424 0.267 -0.04
H -1.425820 -4.615590 -0.462371 -0.203 0.146 -0.063 0.07
H -2.370143 -3.260258 -1.161015 -0.033 0.065 0.003 0.07
H -1.909908 -3.240299 0.559768 0.008 0.064 -0.197 0.08
C 2.524012 -0.617169 -0.875505 -1.000 -1.309 -0.179 -0.07
H 3.370925 -0.990820 -1.473774 -0.199 0.487 0.087 0.07
H 2.875332 -0.553675 0.174725 -0.311 -0.011 0.032 0.06
H 2.190934 0.364444 -1.223112 0.043 -0.188 -0.045 0.04
C 1.964174 1.761963 2.270545 0.595 -0.530 -0.262 -0.07
H 2.606147 2.506194 2.819409 -0.655 -0.714 -0.515 0.08
H 2.555511 1.328610 1.397923 -0.473 0.374 1.201 0.08
H 1.692556 0.904767 2.978614 0.279 1.193 -0.896 0.07
C -1.943780 2.714233 -0.544784 0.033 -0.483 -0.403 -0.07
H -1.521656 2.560364 -1.547761 -0.154 0.079 0.081 0.01
H -2.597219 3.590383 -0.544682 0.264 0.068 0.118 0.08
H -2.560513 1.836328 -0.306718 0.108 0.018 0.088 0.08
Se 0.244101 -1.090818 5.366071 0.176 -0.126 0.775 0.44
C -0.047085 -0.933581 3.655982 -1.063 0.593 -6.593 -0.89
N -0.236984 -0.809391 2.440905 0.874 -0.871 7.847 0.08